(w)
DFT (ωB97M-V/def2-TZVPD) results for C4H6N2O2 in the gas phase.

- SMILES string: O=C(O)[C@H]1C=NCN1
- HOMO: -9.90 eV
- LUMO level: 0.59 eV

Geometry as XYZ:
```
14
C4H6N2O2 | the OMol25 dataset | ωB97M-V/def2-TZVPD
O 2.839 0.128 0.688
C 1.872 -0.194 0.099
O 1.906 -0.924 -1.021
C 0.473 0.283 0.469
C -0.235 1.233 -0.425
N -1.369 0.925 -0.799
C -1.752 -0.288 -0.119
N -0.455 -0.843 0.391
H 0.849 -1.098 -1.144
H 0.608 0.871 1.428
H 0.347 2.196 -0.728
H -2.241 -0.030 0.734
H -2.350 -0.873 -0.881
H -0.491 -1.386 1.307
```

---

(x)
DFT (ωB97M-V/def2-TZVPD) results for 2 unconnected molecules or ions with the total composition C4H6N2O2.

- SMILES string: C[C@@]1(C#N)OC1=O.N
- HOMO: -10.58 eV
- LUMO level: 0.42 eV

Geometry as XYZ:
```
14
C4H6N2O2 | the OMol25 dataset | ωB97M-V/def2-TZVPD
C -0.814 -1.123 0.485
C 0.430 -0.325 0.817
C 0.256 0.824 1.669
N 0.215 1.836 2.242
O 1.658 -1.165 1.191
C 1.706 -0.530 0.058
O 2.312 -0.360 -0.935
H -1.723 -0.637 0.840
H -0.846 -2.249 0.840
H -0.783 -1.151 -0.647
N -0.686 1.022 -1.476
H -1.375 1.610 -1.827
H -0.255 0.741 -2.360
H -0.094 1.509 -0.898
```

---

(y)
DFT (ωB97M-V/def2-TZVPD) results for 2 unconnected molecules or ions with the total composition C4H6N2O2.

- SMILES string: CC(=O)N=C=N.C=O
- HOMO: -9.20 eV
- LUMO level: -0.32 eV

Geometry as XYZ:
```
14
C4H6N2O2 | the OMol25 dataset | ωB97M-V/def2-TZVPD
C -0.171 -1.525 1.768
C -1.176 -0.968 0.787
O -2.336 -1.280 0.756
N -0.677 -0.028 -0.143
C 0.414 0.610 -0.102
N 1.455 1.109 0.250
H -0.646 -2.285 2.383
H 0.675 -1.962 1.238
H 0.214 -0.730 2.407
H 2.249 1.360 -0.315
C -0.007 1.470 -2.295
O 0.830 0.958 -2.987
H -0.821 0.706 -1.654
H -0.002 2.564 -2.093
```

---

Which is most stable? The ranking, best first, is (w), (x), (y).

---

(w)
DFT (ωB97M-V/def2-TZVPD) results for a molecular structure, C4H6N2O2.

- HOMO: -9.47 eV
- LUMO level: 0.36 eV

Geometry as XYZ:
```
14
C4H6N2O2 | the OMol25 dataset | ωB97M-V/def2-TZVPD
C -0.622 0.217 -0.024
C 1.541 -0.252 -0.506
C 1.502 -1.073 0.735
C 0.337 -0.996 -0.247
H -3.271 -0.296 0.578
H 0.491 0.948 1.536
H 2.133 -0.764 -1.193
H 2.311 -1.996 0.673
H 1.433 -0.648 1.773
H -0.157 -1.630 -0.849
N -1.762 0.451 0.189
N 0.111 1.359 0.436
O -2.445 -0.594 -0.306
O 1.453 1.136 -0.524
```

---

(x)
DFT (ωB97M-V/def2-TZVPD) results for C4H6N2O2 in the gas phase.

- HOMO: -8.42 eV
- LUMO level: 0.05 eV

Geometry as XYZ:
```
14
C4H6N2O2 | the OMol25 dataset | ωB97M-V/def2-TZVPD
C -1.595 0.066 -0.719
C -1.066 -0.194 1.614
C 0.970 0.514 0.434
C 0.772 -0.333 -0.824
N 0.194 0.122 1.609
N -0.527 -0.027 -1.444
O -0.396 0.058 -2.700
O -1.897 -0.693 2.279
H -2.533 0.548 -1.045
H 2.097 0.382 0.548
H 0.669 1.408 0.009
H 1.579 -0.096 -1.480
H 1.018 -1.459 -0.567
H 0.715 -0.296 2.285
```

---

(y)
DFT (ωB97M-V/def2-TZVPD) results for C4H6N2O2 in the gas phase.

- SMILES string: COc1conc1N
- HOMO: -9.03 eV
- LUMO level: 0.80 eV

Geometry as XYZ:
```
14
C4H6N2O2 | the OMol25 dataset | ωB97M-V/def2-TZVPD
C 0.883 -0.025 1.825
O 1.464 0.387 0.482
C 0.430 0.551 -0.452
C -0.092 1.740 -0.940
O -1.166 1.525 -1.773
N -1.516 0.163 -1.753
C -0.569 -0.426 -0.964
N -0.703 -1.715 -0.543
H 0.843 0.944 2.545
H -0.115 -0.497 1.744
H 1.644 -0.927 2.182
H 0.279 2.754 -0.904
H 0.157 -2.185 -0.534
H -1.540 -2.287 -0.915
```

---

(z)
DFT (ωB97M-V/def2-TZVPD) results for C4H6N2O2 in the gas phase.

- SMILES string: [H]/N=C1\NOC[C@@H]2O[C@@H]12
- HOMO: -9.58 eV
- LUMO level: 0.67 eV

Geometry as XYZ:
```
14
C4H6N2O2 | the OMol25 dataset | ωB97M-V/def2-TZVPD
H 0.400 -3.347 -0.292
N 0.356 -2.516 0.482
C 0.249 -1.267 0.024
N -0.065 -0.593 -1.201
O 0.385 0.842 -1.120
C -0.283 1.691 -0.279
C -0.771 0.747 0.707
O -0.480 0.197 2.015
C 0.400 -0.188 0.996
H 0.586 -0.636 -2.128
H 0.657 2.360 0.008
H -1.193 2.139 -0.742
H -1.739 0.399 0.455
H 1.497 0.172 1.074
```

---

Which is most stable? The ranking, best first, is (y), (x), (z), (w).

---

(w)
DFT (ωB97M-V/def2-TZVPD) results for C4H6N2O2 in the gas phase.

- SMILES string: [H]/N=C(/N)[C@@H]1O[C@H]1C=O
- HOMO: -9.82 eV
- LUMO level: -0.39 eV

Geometry as XYZ:
```
14
C4H6N2O2 | the OMol25 dataset | ωB97M-V/def2-TZVPD
H -2.213 -0.344 -0.485
N -2.006 -1.304 -0.416
C -0.599 -1.315 -0.021
N 0.218 -2.425 0.059
C -0.165 0.027 0.250
O -0.827 1.223 -0.436
C 0.648 0.966 -0.543
C 1.185 2.275 0.030
O 2.419 2.810 -0.091
H -0.558 -3.110 -0.219
H 0.676 -2.457 1.003
H -0.248 0.425 1.448
H 0.958 0.428 -1.467
H 0.513 2.801 0.887
```

---

(x)
DFT (ωB97M-V/def2-TZVPD) results for C4H6N2O2 in the gas phase.

- SMILES string: OCc1nc[nH]c1O
- HOMO: -8.23 eV
- LUMO level: 0.39 eV

Geometry as XYZ:
```
14
C4H6N2O2 | the OMol25 dataset | ωB97M-V/def2-TZVPD
O -2.408 -0.016 -0.609
C -1.604 -0.666 0.323
C -0.198 -0.169 0.202
N -0.314 1.234 0.075
C 0.876 1.736 -0.051
N 1.833 0.657 -0.052
C 1.117 -0.450 0.087
O 1.739 -1.578 -0.258
H -2.496 0.939 -0.321
H -1.717 -1.849 0.235
H -2.049 -0.418 1.309
H 1.307 2.661 -0.105
H 2.772 0.393 -0.737
H 1.143 -2.472 -0.099
```

---

(y)
DFT (ωB97M-V/def2-TZVPD) results for 2 unconnected molecules or ions with the total composition C4H6N2O2.

- SMILES string: O=CC=O.NC#CN
- HOMO: -8.51 eV
- LUMO level: 0.14 eV

Geometry as XYZ:
```
14
C4H6N2O2 | the OMol25 dataset | ωB97M-V/def2-TZVPD
O -1.817 -1.338 0.915
C -1.023 -1.698 0.071
C 0.574 -1.427 0.131
O 1.230 -2.271 -0.504
H -1.272 -2.410 -0.737
H 0.869 -1.061 1.127
N -1.699 1.533 0.144
C -0.469 1.092 -0.322
C 0.743 0.764 -0.341
N 2.075 1.211 -0.306
H -1.730 2.008 1.037
H -2.454 0.858 0.043
H 2.240 2.179 -0.545
H 2.733 0.560 -0.712
```

---

Which is most stable? The ranking, best first, is (x), (y), (w).

---

(w)
DFT (ωB97M-V/def2-TZVPD) results for 3 unconnected molecules or ions with the total composition C4H6N2O2.

- HOMO: -7.50 eV
- LUMO level: -1.04 eV

Geometry as XYZ:
```
14
C4H6N2O2 | the OMol25 dataset | ωB97M-V/def2-TZVPD
C -1.146 -0.156 0.066
C 0.297 1.738 0.056
C 1.046 0.538 -0.063
C 0.213 -0.544 -0.117
H -2.607 -0.883 0.960
H -2.236 -1.440 -0.742
H -1.770 1.936 -0.482
H 0.789 2.780 -0.110
H 2.578 -0.222 1.234
H 1.628 -2.092 0.962
N -2.389 -0.644 -0.047
N -1.038 1.306 0.133
O 2.255 0.048 -0.175
O 0.639 -1.819 -0.085
```

---

(x)
DFT (ωB97M-V/def2-TZVPD) results for C4H6N2O2 in the gas phase.

- SMILES string: [H]/N=C1/NOC[C@H]1C=O
- HOMO: -9.46 eV
- LUMO level: 0.27 eV

Geometry as XYZ:
```
14
C4H6N2O2 | the OMol25 dataset | ωB97M-V/def2-TZVPD
H 0.169 2.655 0.513
N -0.553 2.265 -0.021
C -0.536 1.041 -0.105
N -1.462 0.264 -0.895
O -1.437 -1.075 -0.525
C -0.409 -1.318 0.390
C 0.499 -0.063 0.508
C 1.688 -0.302 -0.600
O 2.865 0.146 -0.467
H -2.460 0.489 -0.518
H -0.059 -2.344 0.181
H -0.494 -1.426 1.508
H 0.832 0.244 1.591
H 1.357 -0.576 -1.561
```

---

Which is most stable? The ranking, best first, is (x), (w).